[1]
A molecular structure, C8H24Al2B2Br3F5LiN2O10S at a distorted geometry. Source: the OMol25 dataset; level of theory: ωB97M-V/def2-TZVPD.

The geometry in XYZ format:
```
58
Properties=species:S:1:pos:R:3:mulliken_charge:R:1
C 5.966 0.372 -0.435 -1.111
S 4.412 -0.035 -1.245 1.208
O 4.562 -1.168 -2.157 -0.811
O 3.936 1.134 -2.000 -0.690
B 3.056 -0.491 -0.035 0.315
C 1.625 -0.550 -0.702 -0.245
O 0.589 -0.407 0.249 -0.174
O -0.483 0.203 -0.473 -0.298
H 6.750 -0.238 -0.876 0.359
H 6.149 1.433 -0.602 0.384
H 5.842 0.167 0.634 0.456
H 3.263 -0.664 1.116 -0.001
H 1.547 -1.442 -1.339 0.242
H 1.587 0.335 -1.384 -0.003
H -1.167 0.427 0.176 0.314
O -1.077 -4.780 4.550 -0.403
C -0.093 -4.047 4.298 -0.191
C 1.373 -4.811 4.990 -0.223
O 2.291 -4.049 4.719 -0.279
H -0.091 -3.031 4.719 0.305
H 0.162 -3.891 3.241 0.323
H 1.363 -5.819 4.536 0.299
H 1.104 -4.966 6.051 0.300
Al -2.704 -5.793 5.877 0.807
C -5.154 -1.724 4.908 -0.352
Br -6.568 -2.677 4.013 0.127
Br -3.432 -2.543 4.560 0.011
Br -5.205 0.160 4.512 0.043
H -5.328 -1.820 5.973 0.403
C -1.687 3.677 -2.671 -0.678
C -0.180 3.711 -2.491 0.336
C 0.521 2.726 -3.412 -1.164
O 0.189 3.397 -1.121 -0.764
H -2.102 2.686 -2.446 0.261
H -2.180 4.388 -2.006 -0.060
H -1.943 3.933 -3.697 0.408
H 0.172 4.721 -2.689 0.383
H 0.204 1.699 -3.191 0.225
H 1.606 2.768 -3.272 0.263
H 0.300 2.940 -4.456 0.435
H -0.123 2.495 -0.955 0.452
N -5.860 -5.460 1.960 1.078
O -5.493 -5.931 3.025 -0.312
O -5.424 -4.370 1.587 -0.281
O -6.651 -6.058 1.260 -0.308
N 3.563 -1.408 -5.191 -0.393
H 3.475 -0.538 -5.721 0.407
H 4.230 -2.025 -5.662 0.412
H 3.905 -1.198 -4.244 0.216
H 2.655 -1.868 -5.137 0.392
F 6.601 1.168 -2.887 -0.355
Li 1.745 2.427 -0.408 0.967
B -3.441 6.711 -0.902 0.219
F -2.214 6.981 -0.322 -0.350
F -3.333 6.596 -2.276 -0.338
F -3.873 5.381 -0.393 -0.225
F -4.392 7.626 -0.536 -0.319
Al -4.543 3.541 0.380 0.980
```

Output
E_LUMO ... -14.45 eV
Highest occupied orbital energy ... -15.431 eV
Gap between HOMO and LUMO ... 0.985 eV
Total charge ... +3

[2]
A molecular structure, C24H42NP3SV at a distorted geometry. Source: the OMol25 dataset; level of theory: ωB97M-V/def2-TZVPD.

The geometry in XYZ format:
```
72
Properties=species:S:1:pos:R:3:mulliken_charge:R:1
V -0.782 0.378 -0.719 -0.318
P -1.957 2.303 -0.244 1.297
P -2.619 -1.123 -0.147 1.088
P 1.377 1.384 -0.944 0.907
H 2.047 -3.200 2.248 0.376
C 2.433 -2.900 1.260 -0.200
C 3.695 -2.169 1.359 -0.264
H 4.200 -2.109 2.321 0.395
C -3.376 2.560 -1.371 -1.244
C -2.718 2.299 1.418 -1.204
C -1.150 3.937 -0.296 -1.265
C -1.970 -2.769 -0.585 -1.218
C -3.173 -1.350 1.573 -1.167
C -4.174 -1.020 -1.099 -1.373
C 2.607 0.068 -1.222 -0.026
C 2.084 2.302 0.462 -1.009
C 1.608 2.469 -2.390 -0.907
H 2.428 -3.771 0.581 0.430
H 4.224 -1.898 0.449 0.377
H -3.843 3.523 -1.122 0.482
H -4.115 1.758 -1.268 0.245
H -3.027 2.582 -2.410 0.400
H -3.076 3.312 1.646 0.526
H -1.973 2.006 2.169 0.193
H -3.560 1.597 1.465 0.312
H -1.913 4.705 -0.105 0.522
H -0.701 4.116 -1.280 0.278
H -0.371 4.008 0.472 0.284
H -2.662 -3.527 -0.193 0.566
H -0.978 -2.918 -0.137 0.129
H -1.886 -2.874 -1.674 0.351
H -3.647 -2.336 1.659 0.499
H -3.893 -0.571 1.846 0.390
H -2.318 -1.304 2.260 0.200
H -4.712 -1.973 -0.995 0.491
H -3.962 -0.835 -2.160 0.391
H -4.800 -0.208 -0.709 0.392
H 3.570 0.544 -1.452 0.625
H 2.302 -0.557 -2.071 -0.003
H 2.727 -0.573 -0.338 -0.657
H 3.121 2.574 0.223 0.471
H 2.072 1.675 1.363 0.195
H 1.504 3.211 0.658 0.312
H 2.640 2.846 -2.381 0.451
H 0.909 3.311 -2.353 0.251
H 1.429 1.907 -3.316 0.204
C 0.077 -0.727 -3.688 0.953
C 0.572 -0.052 -4.820 -0.782
C 1.645 -0.588 -5.527 -0.587
C 2.195 -1.816 -5.139 -0.585
C 1.657 -2.518 -4.055 -0.531
C 0.583 -1.988 -3.337 -0.432
S -1.193 0.100 -2.714 -0.376
H 1.597 -2.110 0.797 -0.203
H 0.100 0.887 -5.111 0.559
H 2.050 -0.047 -6.384 0.444
H 3.039 -2.234 -5.690 0.421
H 2.067 -3.488 -3.769 0.447
H 0.135 -2.528 -2.503 0.129
N -0.092 -0.230 1.065 0.388
C 0.211 -0.301 2.199 -0.114
C 0.605 -0.337 3.547 0.625
C -0.316 0.020 4.565 -0.431
C 0.090 0.020 5.898 -0.769
C 1.401 -0.337 6.234 -0.475
C 2.314 -0.698 5.237 -0.671
C 1.926 -0.701 3.897 0.025
H -1.336 0.295 4.284 0.429
H -0.623 0.300 6.676 0.438
H 1.713 -0.334 7.279 0.441
H 3.336 -0.982 5.497 0.426
H 2.625 -0.998 3.109 0.058
```

Output
Multiplicity ... 3
E_LUMO (spin up / spin down) ... -12.70 / -12.70 eV
Highest occupied orbital energy (spin up / spin down) ... -16.082 / -16.223 eV
Gap between HOMO and LUMO (spin up / spin down) ... 3.382 / 3.527 eV
Total charge ... +3

[3]
2 unconnected molecules or ions with the total composition C11H17BrClF5N6OPS at a distorted geometry. Source: the OMol25 dataset; level of theory: ωB97M-V/def2-TZVPD.

The geometry in XYZ format:
```
44
Properties=species:S:1:pos:R:3:mulliken_charge:R:1
C 2.075 0.940 2.945 -1.228
C 1.692 0.393 1.561 -0.101
N 0.401 -0.308 1.577 0.329
C -0.738 0.026 0.976 0.260
N -0.932 0.753 -0.111 -0.222
Cl 0.286 1.428 -1.078 0.117
N -1.805 -0.646 1.603 0.343
C -3.141 -0.486 1.108 0.514
F -3.324 -1.095 -0.091 -0.274
F -3.344 0.835 0.900 -0.318
C -4.276 -0.929 2.079 0.635
F -4.126 -0.336 3.246 -0.202
F -4.269 -2.252 2.251 -0.207
F -5.428 -0.573 1.543 -0.240
C -1.256 -1.930 2.123 -0.119
Br -1.507 -1.972 4.053 0.038
P -1.807 -3.634 1.423 0.439
N -0.629 -4.301 0.674 -0.714
C 0.250 -1.791 1.751 -0.926
N 1.170 -2.459 2.566 -0.355
C 1.614 -2.244 3.675 0.659
S 2.260 -1.952 5.049 -0.299
H 1.242 0.879 3.646 0.328
H 2.397 1.979 2.856 0.393
H 2.908 0.382 3.372 0.258
H 1.651 1.209 0.850 0.170
H 2.457 -0.290 1.184 0.444
H -1.868 0.940 -0.437 0.240
H -2.878 -3.294 0.601 0.062
H -2.353 -4.261 2.543 0.123
H -0.281 -5.154 1.097 0.271
H 0.328 -2.229 0.748 0.581
C 2.750 2.469 -3.459 0.140
O 2.373 1.832 -2.480 -0.628
N 2.028 2.682 -4.562 0.109
C 2.554 3.433 -5.689 -0.908
C 0.682 2.142 -4.645 -0.863
H 3.755 2.913 -3.501 0.279
H 1.940 4.312 -5.887 0.345
H 2.578 2.813 -6.586 0.347
H 3.567 3.759 -5.464 0.286
H 0.051 2.556 -3.858 0.207
H 0.694 1.056 -4.540 0.308
H 0.257 2.404 -5.610 0.379
```

Output
E_LUMO ... -3.14 eV
Highest occupied orbital energy ... -12.131 eV
Gap between HOMO and LUMO ... 8.989 eV
Total charge ... +1

[4]
C4H6N2OS in the gas phase at a distorted geometry. Source: the OMol25 dataset; level of theory: ωB97M-V/def2-TZVPD.

The geometry in XYZ format:
```
14
Properties=species:S:1:pos:R:3:mulliken_charge:R:1
C -1.675 -0.943 -0.583 -0.256
C -0.426 -0.084 -0.686 -0.005
C -3.358 0.289 0.760 -0.300
C 1.667 0.461 0.634 -0.870
N -2.646 -0.365 -0.035 -0.115
N 0.276 0.148 0.577 -0.268
O 0.158 2.566 -0.457 -0.590
S -0.711 1.510 0.122 0.357
H -1.851 -2.028 -0.833 0.353
H 0.288 -0.329 -1.488 0.431
H -4.021 0.897 0.294 0.277
H 1.931 0.847 1.569 0.305
H 1.961 1.092 -0.162 0.396
H 2.326 -0.498 0.483 0.285
```

Output
E_LUMO ... 0.64 eV
Highest occupied orbital energy ... -8.640 eV
Gap between HOMO and LUMO ... 9.276 eV

[5]
CH3NOS in the gas phase at a distorted geometry. Source: the OMol25 dataset; level of theory: ωB97M-V/def2-TZVPD.

The geometry in XYZ format:
```
7
Properties=species:S:1:pos:R:3:mulliken_charge:R:1
C -0.202 -0.616 0.562 -0.203
N 0.300 0.414 -0.039 -0.165
O -0.332 1.499 -0.619 -0.427
S 0.857 -2.066 1.062 -0.136
H -1.211 -0.792 1.039 0.358
H 1.317 0.205 -0.401 0.247
H -0.729 1.356 -1.604 0.326
```

Output
Multiplicity ... 3
E_LUMO (spin up / spin down) ... 0.68 / -2.42 eV
Highest occupied orbital energy (spin up / spin down) ... -5.964 / -9.283 eV
Gap between HOMO and LUMO (spin up / spin down) ... 6.643 / 6.864 eV